The following is a quantum chemistry calculation of a 2-piece molecular cluster, C11H9NO overall, from OMol25.

The geometry in XYZ format:
```
22
Properties=species:S:1:pos:R:3:forces:R:3:mulliken_charge:R:1
C 0.051242 -2.416083 0.574756 0.3 -1.5 -3.7 -0.2350
C -0.098486 -2.136493 1.673664 0.2 0.3 5.3 -0.5952
C -1.053226 0.131950 -2.978808 0.8 0.6 1.6 -0.4648
C -1.912558 0.292990 -1.910244 -1.9 -1.7 -0.2 -0.5894
C 0.296589 0.220603 -2.721566 0.1 0.5 -0.7 -0.4317
C -1.531607 0.227465 -0.591309 3.0 0.5 0.3 -0.3183
C 0.837499 0.401155 -1.458458 -2.2 -1.0 0.1 -0.6140
C -0.096282 0.308011 -0.394836 0.1 -0.3 -0.6 0.4016
C 0.543096 0.964799 2.977064 4.1 2.8 -1.5 -0.2446
C 1.866918 1.315137 2.445097 -6.0 -4.0 -1.9 -0.4414
C 0.453623 0.314620 0.949017 0.9 3.7 1.3 0.7877
N -0.302050 0.555716 2.001926 0.9 -0.7 0.2 -0.4650
O 1.779174 0.757587 1.112849 -1.3 -0.1 1.2 -0.3637
H -0.258805 -2.473297 -0.364848 -0.4 -0.6 -3.7 0.3914
H -1.418727 -0.093246 -3.944744 -0.3 0.1 -0.9 0.4566
H -2.943970 0.126520 -2.182254 -0.5 0.4 0.3 0.3121
H 0.883976 0.240535 -3.602337 1.1 -0.2 -0.5 0.4105
H -2.162903 0.106306 0.298679 0.1 0.3 -0.7 0.4126
H 1.903926 0.397494 -1.331305 0.1 0.3 0.3 0.3950
H 0.321040 1.436103 3.902030 -1.0 -0.4 0.9 0.3669
H 2.799669 1.268967 2.885473 1.8 0.4 0.7 0.3516
H 0.041862 -1.946841 2.660155 -0.1 0.5 2.2 0.4769
```
Positions in Å, forces in eV/Å.

Computed properties:
- Electronic energy: -554.37763 hartree
- Max |F|: 7.44 eV Å⁻¹
- Energy relative to the best compared isomer or geometry (same formula, charge and spin): 3.886 eV
- SMILES string: c1ccc(-c2ncco2)cc1.C#C
- LUMO level: 0.15 eV
- Kohn-Sham gap: 8.53 eV

The following is a quantum chemistry calculation of C12H26GaNO2P2 as an isolated structure, from OMol25.

The geometry in XYZ format:
```
44
Properties=species:S:1:pos:R:3:forces:R:3:mulliken_charge:R:1
Ga 0.476667 -0.872633 0.863997 -0.9 0.9 -1.3 0.4386
P -1.745711 -1.918803 0.585493 1.3 -1.3 0.7 0.5890
C -2.530676 -0.348902 0.790893 -0.5 -0.4 -1.1 -0.8443
C -1.842307 0.814664 1.168240 0.7 2.2 -1.2 0.8901
N -0.462506 0.824802 1.180109 0.8 -0.8 0.1 0.1458
C 0.277334 1.923076 1.355284 2.0 0.2 -0.2 0.7177
C -0.309438 3.102215 1.817600 -0.1 -0.7 0.4 -0.6512
C -1.709790 3.143539 1.814791 0.7 0.8 -0.9 -0.4276
C -2.432824 2.118031 1.204544 -0.4 -1.1 1.8 -0.9591
C 1.874195 1.861001 1.058926 -1.4 0.7 1.6 -1.1975
P 2.397917 0.677208 -0.273553 -1.3 2.0 -0.4 0.4318
H -3.506272 2.205732 1.082854 0.1 0.0 -0.1 0.4059
H 0.341549 3.877092 2.235016 -0.5 0.0 -0.4 0.4456
H -2.168964 4.081410 2.121560 -0.2 -0.3 -0.1 0.4540
H 2.210332 2.920406 0.855292 -0.3 -1.2 0.2 0.5468
H 2.323508 1.543794 2.036433 -0.1 0.3 -0.7 0.4582
H -3.397990 0.135891 -3.432648 -1.2 1.5 -2.0 0.2802
H -3.355562 -0.171264 0.129634 -0.9 0.2 0.3 0.4349
H 0.917266 -0.176371 -4.676183 0.7 -1.1 -1.2 0.3156
O -3.819475 0.740156 -4.147778 2.0 -0.9 1.8 -0.6013
H -3.075304 1.338596 -4.394373 -0.9 -0.6 0.1 0.3248
H 1.221455 -2.003169 0.059699 0.2 -0.7 -1.3 -0.1018
O 1.265623 -1.110104 -4.755715 -1.6 1.5 4.0 -0.5893
H 1.035169 -1.292201 -3.755431 0.9 -0.4 -2.8 0.2756
C 2.158489 1.818310 -1.729431 -0.2 -0.6 -0.4 -1.1735
H 2.697829 2.797380 -1.661183 -0.4 -1.0 0.1 0.3881
H 2.487343 1.258615 -2.626205 0.0 0.4 0.3 0.3933
H 1.071409 1.987044 -1.869444 0.6 0.1 0.2 0.3286
C 4.167595 0.526370 -0.108279 0.5 -0.5 0.2 -1.2571
H 4.536483 -0.042576 -0.944715 0.1 -0.4 -0.5 0.4224
H 4.768346 1.422604 -0.080848 -0.3 0.6 0.0 0.4355
H 4.413147 -0.048916 0.768023 0.1 -0.3 0.5 0.3908
C -1.982208 -2.819473 2.212069 -0.2 0.2 -0.3 -1.1022
H -3.054075 -3.105424 2.194850 0.6 0.1 0.4 0.4266
H -1.353066 -3.731625 2.396006 -0.5 1.0 -0.5 0.3676
H -1.781725 -2.041774 2.984206 -0.3 -0.7 -0.3 0.3515
C -2.230272 -3.038501 -0.831194 -0.6 0.1 -0.4 -0.9573
H -1.548799 -3.916416 -0.930538 -0.2 0.8 0.5 0.3593
H -3.260622 -3.466376 -0.712840 0.8 0.6 0.0 0.3891
H -2.158545 -2.502221 -1.805100 -0.2 -0.2 0.8 0.3304
C 1.677900 -2.032566 1.861396 -0.1 0.2 1.0 -1.1228
H 1.125913 -2.980616 1.753254 0.9 0.2 0.8 0.4295
H 1.640399 -1.520549 2.859214 0.4 -0.9 -0.4 0.3391
H 2.640261 -1.977457 1.346075 0.0 -0.4 0.7 0.4786
```
Positions in Å, forces in eV/Å.

Computed properties:
- Electronic energy: -3284.81042 hartree
- Max |F|: 4.58 eV Å⁻¹
- Energy relative to the best compared isomer or geometry (same formula, charge and spin): 7.310 eV
- LUMO level (alpha / beta): -9.04 / -8.77 eV
- Charge: +2
- Kohn-Sham gap (alpha / beta): 6.46 / 6.67 eV

The following is a quantum chemistry calculation of C24H33Br2N9OPRuS as an isolated structure, from OMol25.

The geometry in XYZ format:
```
72
Properties=species:S:1:pos:R:3:forces:R:3:mulliken_charge:R:1
Ru 0.098978 -0.225599 0.511411 -0.3 -0.1 0.4 0.9186
C 3.383672 3.449138 4.044046 0.0 0.0 0.0 -1.2825
C 2.384289 2.379234 4.268604 0.0 0.0 0.0 0.9189
N 1.955767 1.957864 5.411535 -0.1 -0.1 -0.1 -0.7824
N 1.056811 0.978028 5.096785 0.0 0.0 0.1 0.2482
C 0.906200 0.772022 3.790964 0.0 0.1 0.0 0.2825
S -0.151355 -0.343366 3.074197 0.2 0.0 -0.2 -0.5192
N 1.768267 1.673330 3.242424 0.0 0.0 -0.1 0.4812
N 1.982037 1.813886 1.874411 0.0 0.0 0.0 -0.6243
H 3.657922 3.873426 5.005976 0.0 0.0 0.0 0.3697
H 2.977430 4.241224 3.412997 0.0 0.0 0.0 0.3058
H 4.283490 3.056129 3.567934 0.0 0.0 0.0 0.3108
H 0.573168 0.483603 5.829625 0.0 0.0 0.0 0.2055
H 1.727959 2.754669 1.586757 0.0 0.0 0.0 0.1759
H 2.964076 1.660852 1.674291 0.0 0.0 0.0 0.2142
Br -0.472282 -5.539639 0.543660 0.0 0.0 0.0 -0.0643
C -1.884719 -4.333581 0.498433 0.0 0.0 0.0 -0.2743
C -3.188912 -4.785163 0.497266 0.0 0.1 0.0 -0.4228
C -4.244109 -3.886904 0.456433 0.0 0.0 0.0 0.1023
Br -5.972444 -4.566346 0.465279 -0.1 0.0 0.0 -0.0979
C -4.025781 -2.464241 0.404710 0.0 -0.1 0.0 0.7869
C -5.053200 -1.510611 0.335861 0.0 0.0 0.0 -0.7524
C -4.723278 -0.181192 0.261339 0.0 0.0 0.0 -1.1533
C -3.375387 0.185120 0.270026 0.0 0.0 0.0 -0.4918
N -2.389035 -0.690365 0.359281 0.1 -0.1 0.0 0.7761
C -2.707165 -1.994120 0.414291 0.0 0.0 0.0 -0.4235
C -1.575755 -2.926548 0.469713 -0.1 0.0 0.0 0.3107
O -0.410034 -2.499344 0.489757 0.1 -0.1 -0.1 -0.0330
H -3.389476 -5.847021 0.527845 0.0 0.0 0.0 0.4830
H -6.086946 -1.827445 0.333992 0.0 0.0 0.0 0.3743
H -5.487650 0.579831 0.193703 0.0 0.0 0.0 0.4795
H -3.090940 1.226007 0.188187 0.0 0.0 0.0 0.5461
C 4.013120 -0.403627 0.316130 0.0 0.0 0.0 -1.3853
P 2.439990 -1.309516 0.159305 -0.1 -0.1 0.0 1.0560
C 2.590281 -2.108255 -1.467366 0.0 0.0 0.0 -1.3514
C 2.663686 -2.682243 1.329195 0.0 0.0 0.0 -1.1646
H 4.840519 -1.064302 0.052469 0.0 0.0 0.0 0.4654
H 4.163521 -0.080497 1.347690 0.0 0.0 0.0 0.3549
H 4.035930 0.462786 -0.345836 0.0 0.0 0.0 0.3939
H 3.488283 -2.726445 -1.500960 0.0 0.0 0.0 0.5682
H 2.643744 -1.353263 -2.252032 0.0 0.0 0.0 0.2820
H 1.715021 -2.734894 -1.641557 0.0 0.0 0.0 0.3142
H 3.585161 -3.222839 1.107453 0.0 0.0 0.0 0.4628
H 1.813829 -3.358367 1.255129 0.0 0.0 0.0 0.1541
H 2.707967 -2.298074 2.348732 0.0 0.0 0.0 0.3240
C -1.810695 -0.268956 -4.918477 0.0 0.0 0.0 -1.6329
C -0.364081 -0.536286 -4.479478 0.0 0.1 0.1 2.1201
C 0.068631 -1.957083 -4.865063 0.0 0.0 0.0 -1.5547
C 0.587651 0.505384 -5.085316 0.0 0.0 0.0 -1.5878
C -0.299670 -0.418114 -3.007457 0.0 -0.1 -0.1 -0.7185
N -0.253193 -0.343950 -1.862497 0.1 0.1 -0.1 -0.1523
H -1.862504 -0.342261 -6.004537 0.0 0.0 0.0 0.4225
H -2.136249 0.729356 -4.626002 0.0 0.0 0.0 0.3757
H -2.495169 -1.002482 -4.492130 0.0 0.0 0.0 0.3963
H -0.000455 -2.058104 -5.947958 0.0 0.0 0.0 0.4427
H -0.578455 -2.706950 -4.409458 0.0 0.0 0.0 0.3710
H 1.099380 -2.153660 -4.568819 0.0 0.0 0.0 0.3495
H 0.547067 0.425122 -6.171377 0.0 0.0 0.0 0.4389
H 1.617189 0.333899 -4.769466 0.0 0.0 0.0 0.3526
H 0.294565 1.518444 -4.808243 0.0 0.0 0.0 0.3938
N -1.204283 4.686241 2.605669 0.1 0.0 0.0 -0.4151
C -0.793131 4.027728 1.494994 0.0 0.1 0.0 0.3089
C -1.041535 2.652337 1.315290 0.0 -0.1 0.0 -0.5236
N -0.601318 2.010745 0.245086 0.2 0.1 0.1 0.4681
C 0.066955 2.708452 -0.685216 -0.1 0.0 0.0 -0.5263
C 0.315791 4.054888 -0.491081 0.0 0.1 0.0 -0.4737
N -0.084068 4.709627 0.595012 0.0 0.0 -0.1 -0.6257
H -1.880570 4.279568 3.226568 0.0 0.0 0.0 0.2156
H -1.100976 5.687626 2.617673 0.0 0.0 0.0 0.2810
H -1.560476 2.071939 2.070281 0.0 0.0 0.0 0.5516
H 0.403695 2.177482 -1.563513 0.0 0.0 0.0 0.4579
H 0.873246 4.625689 -1.224566 0.0 0.0 0.0 0.4218
```
Positions in Å, forces in eV/Å.

Computed properties:
- Multiplicity: 6
- Electronic energy: -7484.35384 hartree
- Max |F|: 0.51 eV Å⁻¹
- Expectation value of S²: 8.793
- Energy relative to the best compared isomer or geometry (same formula, charge and spin): 0.019 eV
- LUMO level (alpha / beta): -5.40 / -7.41 eV
- Charge: +2
- Kohn-Sham gap (alpha / beta): 7.32 / 6.25 eV

Question: Among the records above, which one has the lowest max |F|?
Answer: C24H33Br2N9OPRuS

Question: The lowest energy relative to the best compared isomer or geometry (same formula, charge and spin) belongs to which entry?
Answer: C24H33Br2N9OPRuS

Question: Which of these has the highest energy relative to the best compared isomer or geometry (same formula, charge and spin)?
Answer: C12H26GaNO2P2